{
  "formula": "C5H6N5S",
  "method": "wB97M-V/def2-TZVPD",
  "symbols": ["H", "N", "C", "N", "C", "C", "N", "C", "N", "C", "S", "N", "H", "H", "H", "H", "H"],
  "xyz": [[2.7361, 3.3591, 0.4828], [2.1762, 2.5866, 0.2090], [2.3773, 1.3638, 0.3277], [1.5113, 0.4003, -0.1130], [0.2934, 0.5387, 0.0768], [-0.5666, 1.4263, 0.6953], [-1.7352, 1.6970, 0.5682], [-2.6189, 0.8532, -0.1354], [-2.0471, -0.1327, -0.6142], [-0.7671, -0.5449, -0.4448], [-0.8208, -2.0558, 0.7268], [-0.0915, -3.2246, -0.1796], [3.3236, 1.0045, 0.6767], [-3.7330, 0.7652, -0.2455], [-0.4797, -0.8402, -1.3730], [0.9399, -3.0857, -0.3937], [-0.4980, -4.1109, -0.2641]],
  "de_lowest_ev": 3.771,
  "e_homo_ha": [-0.470, -0.470],
  "gap_ev": [6.218, 6.219],
  "smiles": "[H]/N=C/N=C1\\C#[N+]C=N[C@@H]1SN",
  "lumo_energy_ha": [-0.24113, -0.24111],
  "charge": 1
}